No. 1
Formula: C4H9NO
Source: OMol25
Level of theory: ωB97M-V/def2-TZVPD

Results
Energy above the lowest of the compared OMol25 structures with the same formula, charge and spin, kcal/mol: 19.1
E_HOMO, eV: -9.23
Structure (SMILES): CC(=O)N(C)C

Structure (ORCA input):
```
! wB97M-V def2-TZVPD RIJCOSX def2/J DEFGRID3
* xyz 0 1
C 1.99 0.39 0.24
C 0.85 -0.61 0.23
O 1.15 -1.79 0.19
N -0.43 -0.17 -0.04
C -0.88 1.21 -0.05
C -1.46 -1.17 -0.21
H 2.83 0.04 0.85
H 1.83 1.45 0.48
H 2.29 0.20 -0.77
H -1.63 1.37 0.73
H -0.05 1.89 0.13
H -1.32 1.46 -1.02
H -2.03 -0.98 -1.14
H -2.16 -1.14 0.63
H -0.98 -2.15 -0.26
*
```

---

No. 2
Formula: C36H48O3S3
Source: OMol25
Level of theory: ωB97M-V/def2-TZVPD

Results
Energy above the lowest of the compared OMol25 structures with the same formula, charge and spin, kcal/mol: 691.2
E_HOMO, eV: -7.41

Structure (ORCA input):
```
! wB97M-V def2-TZVPD RIJCOSX def2/J DEFGRID3
* xyz 0 1
C 2.27 0.30 1.60
S 2.07 0.11 -0.13
O 2.50 -1.29 -0.32
C 0.32 -0.07 -0.19
H 3.43 0.20 1.62
H 1.76 -0.27 2.20
H 1.87 1.24 1.75
H -0.28 0.66 0.11
H 0.14 -1.01 0.18
H 0.28 0.08 -1.30
C 3.84 -1.07 -4.35
S 2.80 -1.93 -3.29
O 1.74 -2.75 -4.01
C 3.90 -3.11 -2.67
H 4.77 -1.04 -3.86
H 3.18 -0.18 -4.49
H 3.98 -1.69 -5.10
H 3.14 -3.94 -2.32
H 4.44 -2.84 -1.88
H 4.59 -3.59 -3.28
C 2.39 -1.72 5.14
S 0.88 -1.92 5.97
O 0.35 -0.53 6.28
C -0.07 -2.49 4.58
H 2.92 -2.57 4.69
H 3.00 -1.19 5.68
H 2.45 -0.98 4.22
H -0.19 -1.87 3.52
H -1.21 -2.54 4.80
H 0.36 -3.48 4.27
C 0.79 1.51 -3.72
C -0.30 0.39 -4.02
C -1.58 0.53 -3.45
C -1.90 1.74 -2.73
C -0.86 2.76 -2.55
C 0.57 2.65 -3.06
H 1.71 1.29 -4.16
H -0.16 -0.55 -4.64
H -2.20 -0.14 -3.54
H -2.82 1.76 -2.25
H -0.95 3.65 -2.09
H 1.46 3.48 -3.02
C 0.12 -3.63 1.76
C -0.93 -2.91 0.79
C -2.26 -3.10 0.89
C -2.74 -3.96 1.94
C -1.91 -4.64 2.92
C -0.43 -4.33 2.89
H 1.05 -3.24 1.67
H -0.38 -2.29 0.01
H -2.98 -2.46 0.16
H -3.98 -3.99 1.86
H -2.22 -5.22 3.91
H 0.27 -5.10 3.58
C -3.90 -0.89 -4.89
C -3.13 -2.08 -4.45
C -2.45 -2.05 -3.11
C -2.67 -0.95 -2.24
C -3.39 0.20 -2.70
C -4.11 0.27 -4.00
H -4.33 -0.87 -5.98
H -2.79 -2.84 -5.40
H -1.86 -2.84 -2.81
H -2.20 -0.92 -1.27
H -3.53 1.09 -1.98
H -4.64 1.06 -4.15
C 3.84 2.75 3.54
C 3.37 3.95 2.73
C 1.98 4.51 3.01
C 1.20 3.88 3.97
C 1.59 2.69 4.74
C 3.00 2.19 4.51
H 4.67 2.30 3.32
H 3.83 4.43 1.99
H 1.76 5.56 2.42
H 0.17 4.27 4.08
H 0.97 2.19 5.35
H 3.21 1.18 4.97
C -1.03 2.84 -0.16
C -1.50 3.92 -1.13
C -2.84 4.04 -1.31
C -3.91 3.43 -0.59
C -3.48 2.60 0.50
C -2.09 2.23 0.61
H -0.09 2.48 0.09
H -0.87 4.35 -1.57
H -3.10 4.92 -2.27
H -5.04 3.57 -0.90
H -3.96 2.08 1.13
H -1.73 1.74 1.37
*
```

---

No. 3
Formula: C7H13OPS2
Source: OMol25
Level of theory: ωB97M-V/def2-TZVPD

Results
Energy above the lowest of the compared OMol25 structures with the same formula, charge and spin, kcal/mol: 28.1
E_HOMO (spin up / spin down), eV: -7.75 / -7.75

Structure (ORCA input):
```
! wB97M-V def2-TZVPD RIJCOSX def2/J DEFGRID3
* xyz 0 1
C -2.22 1.13 0.45
C -2.15 -1.19 -0.56
C -0.73 1.47 -0.06
C -0.85 -0.70 -1.21
C -0.61 -0.53 1.22
C -2.01 -0.39 0.85
C -0.07 0.10 -0.16
O 4.18 -1.42 -0.08
P 4.55 -0.12 0.83
S 1.70 0.10 -0.31
S 5.34 1.03 -0.66
H -2.26 1.75 1.37
H -2.81 1.28 -0.46
H -3.09 -0.81 -1.03
H -2.31 -2.28 -0.60
H -0.60 1.91 -1.00
H -0.38 2.10 0.68
H -0.16 -1.44 -1.64
H -1.02 -0.17 -2.10
H -0.21 0.02 2.05
H -0.18 -1.60 1.27
H -2.75 -0.84 1.59
H 3.26 -1.47 -0.48
H 5.38 2.05 0.03
*
```

---

No. 4
Formula: C45H43CrN2P
Source: OMol25
Level of theory: ωB97M-V/def2-TZVPD

Results
<S²>: 6.06
Energy above the lowest of the compared OMol25 structures with the same formula, charge and spin, kcal/mol: 17.1
E_HOMO (spin up / spin down), eV: -5.20 / -7.75

Structure (ORCA input):
```
! wB97M-V def2-TZVPD RIJCOSX def2/J DEFGRID3
* xyz 0 5
Cr 0.91 0.57 0.77
C -2.20 1.23 3.89
C -0.77 1.01 3.49
C 0.10 2.11 3.25
C -0.42 3.52 3.30
C 1.45 1.86 2.98
C 2.47 2.97 2.96
C 1.93 0.54 2.81
C 3.43 0.32 2.85
C 1.03 -0.54 2.94
C 1.50 -1.97 2.87
C -0.30 -0.29 3.36
C -1.19 -1.48 3.61
H -2.37 0.87 4.91
H -2.88 0.69 3.23
H -2.49 2.28 3.87
H -0.39 3.92 4.32
H -1.44 3.59 2.94
H 0.17 4.18 2.66
H 2.96 3.04 1.99
H 3.24 2.77 3.71
H 2.04 3.94 3.19
H 3.79 0.56 3.85
H 3.95 0.94 2.13
H 3.69 -0.72 2.65
H 1.73 -2.36 3.87
H 2.38 -2.08 2.25
H 0.72 -2.60 2.44
H -1.42 -1.98 2.67
H -2.13 -1.20 4.09
H -0.69 -2.20 4.26
C 4.67 -0.09 -1.30
C 4.64 0.94 -2.23
C 3.55 1.80 -2.27
C 2.50 1.64 -1.37
C 2.53 0.62 -0.39
C 3.62 -0.25 -0.40
C 1.26 2.40 -1.41
C 0.94 3.37 -2.38
C -0.28 3.97 -2.38
C -1.26 3.57 -1.44
C -2.57 4.08 -1.43
C -3.50 3.62 -0.53
C -3.15 2.63 0.39
C -1.87 2.12 0.41
C -0.89 2.58 -0.49
N 0.38 2.06 -0.45
H 5.51 -0.78 -1.28
H 5.46 1.07 -2.93
H 3.53 2.58 -3.03
H 3.65 -1.08 0.29
H 1.69 3.64 -3.11
H -0.52 4.74 -3.11
H -2.84 4.83 -2.17
H -4.51 4.01 -0.55
H -3.90 2.24 1.07
H -1.61 1.32 1.10
N -0.13 -0.90 0.22
P -0.63 -1.67 -1.01
C -1.22 -0.71 -2.45
C -0.30 0.14 -3.06
C -0.68 0.92 -4.14
C -1.97 0.84 -4.63
C -2.90 0.00 -4.02
C -2.52 -0.78 -2.93
C -2.04 -2.72 -0.52
C -3.02 -2.08 0.25
C -4.08 -2.81 0.75
C -4.17 -4.17 0.50
C -3.20 -4.81 -0.25
C -2.13 -4.08 -0.77
C 0.59 -2.79 -1.78
C 0.64 -3.10 -3.14
C 1.63 -3.94 -3.62
C 2.58 -4.47 -2.76
C 2.53 -4.18 -1.40
C 1.54 -3.33 -0.92
H 0.72 0.18 -2.67
H 0.04 1.58 -4.61
H -2.27 1.43 -5.48
H -3.91 -0.06 -4.41
H -3.24 -1.44 -2.47
H -2.91 -1.02 0.45
H -4.85 -2.32 1.34
H -5.00 -4.75 0.91
H -3.27 -5.87 -0.44
H -1.37 -4.57 -1.36
H -0.10 -2.68 -3.82
H 1.68 -4.17 -4.68
H 3.36 -5.12 -3.15
H 3.27 -4.59 -0.73
H 1.49 -3.06 0.12
*
```

---

No. 5
Formula: C31H35BO3S
Source: OMol25
Level of theory: ωB97M-V/def2-TZVPD

Results
Energy above the lowest of the compared OMol25 structures with the same formula, charge and spin, kcal/mol: 151.7
E_HOMO, eV: -4.59

Structure (ORCA input):
```
! wB97M-V def2-TZVPD RIJCOSX def2/J DEFGRID3
* xyz 0 1
C -2.78 2.87 -3.15
C -2.59 3.01 -1.69
C -2.58 4.22 -0.98
C -2.26 4.06 0.36
C -1.66 2.73 0.68
B 2.95 3.02 -1.25
C -1.82 2.21 2.14
C -1.96 3.15 3.17
C -1.70 2.79 4.50
C -1.33 1.48 4.81
C -1.36 0.51 3.80
C -1.64 0.88 2.48
O 2.75 2.29 -2.39
C 2.77 3.26 -3.46
C 3.45 2.63 -4.66
C 1.34 3.57 -3.88
C 3.49 4.50 -2.80
C 5.01 4.50 -2.99
C 2.97 5.87 -3.17
O 3.23 4.34 -1.38
S -2.59 1.71 -0.58
H -2.92 3.85 -3.62
H -1.92 2.36 -3.61
H -3.67 2.24 -3.34
H -2.77 5.17 -1.47
H -2.25 4.88 1.07
H -2.19 4.18 2.94
H -1.73 3.56 5.27
H -1.08 1.21 5.84
H -1.13 -0.53 4.05
H -1.65 0.10 1.72
H 3.50 3.37 -5.48
H 4.45 2.26 -4.45
H 2.84 1.78 -5.01
H 1.34 4.24 -4.75
H 0.83 2.64 -4.17
H 0.74 4.03 -3.08
H 5.26 4.76 -4.03
H 5.47 5.23 -2.32
H 5.46 3.52 -2.76
H 3.21 6.08 -4.22
H 1.88 5.93 -3.03
H 3.44 6.62 -2.52
C 4.04 -2.25 0.77
O 2.61 -2.10 0.65
C 2.05 -0.89 0.38
C 0.73 -0.92 -0.12
C -0.01 0.24 -0.15
C 0.56 1.48 0.19
C -0.25 2.78 0.29
C 0.49 3.86 1.13
C 0.97 3.64 2.43
C 1.24 4.74 3.25
C 1.16 6.04 2.75
C 0.91 6.23 1.39
C 0.61 5.13 0.58
C 1.96 1.51 0.26
C 2.67 0.37 0.59
H 4.20 -3.32 0.62
H 4.60 -1.67 0.03
H 4.35 -1.96 1.78
H 0.30 -1.89 -0.38
H -1.04 0.15 -0.48
H -0.21 3.15 -0.73
H 1.10 2.63 2.83
H 1.49 4.58 4.31
H 1.24 6.90 3.42
H 0.90 7.22 0.94
H 0.41 5.26 -0.48
H 2.61 2.55 0.03
H 3.70 0.42 0.95
*
```